Entry from OMol25: C20H28N4O2S in the gas phase (the ωB97M-V functional and the def2-TZVPD basis).

Results
LUMO ... 0.6 eV
HOMO level ... -8.67 eV
SMILES ... CCCCN1C(=O)N(c2nnc(C(C)(C)C)s2)[C@H](O)[C@H]1c1ccc(C)cc1
Orbital gap ... 9.3 eV

Cartesian coordinates (Å):
C  1.46  6.38  1.10
C  1.87  5.03  0.51
C  0.85  3.94  0.82
H  0.74  3.85  1.90
C  1.27  2.60  0.23
N  0.28  1.57  0.46
C  -0.33  0.90  -0.54
O  -0.26  1.12  -1.73
N  -1.10  -0.10  0.04
C  -1.75  -1.05  -0.69
N  -2.34  -2.08  -0.18
N  -2.88  -2.87  -1.10
C  -2.72  -2.48  -2.30
C  -3.23  -3.19  -3.51
C  -2.04  -3.57  -4.40
H  -2.39  -4.09  -5.29
H  -1.35  -4.21  -3.86
H  -1.50  -2.67  -4.72
C  -4.17  -2.26  -4.28
H  -4.56  -2.76  -5.16
H  -3.65  -1.36  -4.59
H  -5.01  -1.97  -3.65
C  -3.98  -4.45  -3.08
H  -4.36  -4.98  -3.95
H  -3.32  -5.11  -2.52
H  -4.81  -4.19  -2.44
S  -1.81  -0.97  -2.43
C  -1.07  -0.05  1.49
O  -2.27  0.40  2.02
H  -2.54  1.22  1.59
C  0.12  0.92  1.75
C  1.36  0.19  2.18
C  2.03  -0.65  1.30
C  3.16  -1.33  1.70
C  3.66  -1.19  2.99
C  2.99  -0.35  3.87
C  1.86  0.34  3.47
H  1.35  0.99  4.17
H  3.36  -0.22  4.87
C  4.88  -1.94  3.41
H  5.27  -1.56  4.36
H  5.66  -1.87  2.66
H  4.64  -3.00  3.54
H  3.67  -1.98  1.00
H  1.66  -0.77  0.29
H  -0.18  1.65  2.51
H  -0.91  -1.05  1.91
H  1.38  2.68  -0.85
H  2.23  2.28  0.66
H  -0.12  4.23  0.41
H  2.84  4.74  0.91
H  1.97  5.13  -0.58
H  2.20  7.14  0.86
H  1.37  6.31  2.18
H  0.50  6.70  0.69

***

Entry from OMol25: C6H12 in the gas phase (the ωB97M-V functional and the def2-TZVPD basis).

Results
LUMO ... 1.3 eV
HOMO level ... -9.65 eV
SMILES ... C=CCCCC
Orbital gap ... 10.9 eV

Cartesian coordinates (Å):
C  0.98  0.21  -0.51
C  0.11  1.03  0.41
C  0.18  -0.21  -1.82
C  -0.92  -1.22  -1.55
C  -0.27  0.19  1.67
C  0.12  0.49  2.89
H  1.36  -0.70  -0.03
H  1.84  0.79  -0.83
H  0.64  1.92  0.76
H  -0.82  1.37  -0.06
H  -0.23  0.68  -2.29
H  0.91  -0.64  -2.51
H  -0.87  -0.69  1.48
H  -1.37  -1.55  -2.49
H  -0.53  -2.10  -1.04
H  -1.71  -0.80  -0.94
H  -0.19  -0.08  3.76
H  0.76  1.33  3.10

***

Entry from OMol25: a 2-piece molecular cluster, C9H16N3 overall (the ωB97M-V functional and the def2-TZVPD basis).

Results
LUMO ... -2.9 eV
HOMO level ... -12.00 eV
Orbital gap ... 9.1 eV
Total charge ... +1

Cartesian coordinates (Å):
C  -0.41  1.41  -1.95
C  -1.54  -0.75  -1.77
N  -1.65  0.58  -1.83
N  -2.65  -1.51  -1.54
N  -0.39  -1.40  -1.95
H  -2.51  0.95  -1.47
H  -3.35  -1.17  -0.91
H  -2.42  -2.49  -1.56
H  0.36  -0.77  -2.17
H  -0.33  -2.35  -2.24
H  0.36  1.08  -2.63
H  0.02  1.58  -0.96
H  -0.85  2.34  -2.28
C  2.84  -1.37  1.74
C  -0.28  1.59  1.26
C  1.06  1.88  1.02
C  -0.63  0.28  1.57
C  2.05  0.96  1.28
C  0.38  -0.67  1.78
C  1.74  -0.40  1.58
H  -1.10  2.29  1.22
H  1.38  2.88  0.76
H  -1.66  0.00  1.70
H  3.07  1.34  1.39
H  0.04  -1.68  1.98
H  3.66  -1.03  2.40
H  3.38  -1.67  0.84
H  2.38  -2.26  2.17

***

Entry from OMol25: C2H2FIrO as an isolated structure (the ωB97M-V functional and the def2-TZVPD basis).

Results
LUMO (alpha / beta) ... -12.9 / -15.4 eV
HOMO level (alpha / beta) ... -21.63 / -21.61 eV
Expectation value of S² ... 6.021
Multiplicity ... 5
Orbital gap (alpha / beta) ... 8.7 / 6.2 eV
Total charge ... +2

Cartesian coordinates (Å):
C  -0.12  -0.21  -0.27
C  -0.60  1.00  -0.30
O  0.61  -1.11  -0.68
H  -0.63  1.54  0.65
H  1.11  -1.79  0.84
Ir  -1.08  1.85  -1.98
F  0.71  -1.29  1.72

***

Entry from OMol25: C3HBeO3 as an isolated structure (the ωB97M-V functional and the def2-TZVPD basis).

Results
LUMO ... -5.2 eV
HOMO level ... -13.90 eV
Orbital gap ... 8.7 eV
Total charge ... +1

Cartesian coordinates (Å):
O  -0.28  1.14  -0.02
Be  0.57  0.43  -0.13
O  1.33  -0.69  -0.11
C  1.66  -1.81  -0.01
O  1.80  -2.94  0.08
C  -2.72  1.36  0.31
H  -3.79  1.46  0.39
C  -1.52  1.36  0.09

***

Entry from OMol25: C3H6O3P2 in the gas phase (the ωB97M-V functional and the def2-TZVPD basis).

Results
LUMO (alpha / beta) ... 0.7 / -0.4 eV
HOMO level (alpha / beta) ... -7.59 / -7.14 eV
Orbital gap (alpha / beta) ... 8.3 / 6.8 eV

Cartesian coordinates (Å):
C  -0.71  1.51  -0.70
C  -0.39  0.05  1.53
C  1.96  -1.54  -0.83
O  -2.03  0.98  -0.54
O  -1.24  -0.88  1.07
O  1.08  -0.60  -0.79
P  0.79  0.75  0.18
P  -2.00  -0.69  -0.45
H  -0.53  1.44  -1.83
H  -0.71  2.60  -0.32
H  -0.89  0.96  2.06
H  0.11  -0.41  2.43
H  2.64  -1.90  -0.06
H  1.91  -2.27  -1.76

***

Entry from OMol25: C4H9NO in the gas phase (the ωB97M-V functional and the def2-TZVPD basis).

Results
LUMO ... 0.9 eV
HOMO level ... -9.75 eV
SMILES ... CCCC(N)=O
Orbital gap ... 10.7 eV

Cartesian coordinates (Å):
C  2.17  -0.12  -0.46
C  0.72  0.33  -0.62
C  -0.12  0.03  0.63
C  -1.56  0.45  0.41
O  -1.88  1.61  0.22
N  -2.48  -0.56  0.42
H  2.75  0.11  -1.36
H  2.23  -1.20  -0.29
H  2.65  0.38  0.39
H  0.67  1.41  -0.82
H  0.27  -0.16  -1.49
H  -0.04  -1.03  0.89
H  0.26  0.61  1.48
H  -3.43  -0.34  0.18
H  -2.20  -1.53  0.44

***

Maximum force list, top to bottom, in eV/Å: 1.78; 2.25; 2.71; 11.18; 19.99; 5.18; 0.37
Energy above the lowest of the compared OMol25 structures with the same formula, charge and spin list, top to bottom, in kcal/mol: 17.1; 25.3; 26.6; 7.0; 34.1; 69.0; 1.3
Total energy list, top to bottom, in a.u.: -1546.64665; -235.77786; -516.58344; -355.75278; -354.98647; -1026.20751; -287.83044